A molecular structure, C19H23AsBrF6N2O5S2Tl. Source: the OMol25 dataset; level of theory: wB97M-V/def2-TZVPD.

XYZ file:
```
60
Properties=species:S:1:pos:R:3
Tl 0.1468 -0.3223 -0.4248
F 0.5263 0.1137 4.5393
C 1.6572 0.4479 3.8720
F 1.9958 1.6712 4.3350
F 2.5979 -0.4045 4.2995
S 1.3898 0.4995 1.9709
O -0.1642 0.7768 2.0019
O 1.5055 -0.9852 1.6735
N 3.6170 0.9254 1.8211
S 3.7306 0.9372 0.3487
O 4.9299 0.4056 -0.3058
O 2.4828 0.6834 -0.4857
C 3.8822 2.7664 -0.1944
F 2.7466 3.4544 0.0844
F 4.8809 3.4648 0.3892
F 4.0713 2.9253 -1.5396
C -4.4461 2.3325 2.7160
As -2.7996 1.3723 2.0529
C -2.0292 2.9695 1.2324
C -3.6269 0.6171 0.3557
C -4.6394 1.4879 -0.2949
C -6.0021 1.3556 -0.0138
C -6.9376 2.2096 -0.5793
C -6.5314 3.2179 -1.4434
C -5.1834 3.3426 -1.7575
C -4.2495 2.4825 -1.1986
H -4.8468 3.0538 2.0004
H -4.1626 2.8639 3.6272
H -5.2321 1.6201 2.9775
H -2.7956 3.6027 0.7813
H -1.3041 2.6584 0.4820
H -1.4930 3.5342 1.9940
H -4.0535 -0.3507 0.6231
H -2.7682 0.4634 -0.3014
H -6.3213 0.5657 0.6572
H -7.9898 2.0918 -0.3460
H -7.2581 3.8968 -1.8737
H -4.8611 4.1154 -2.4457
H -3.2011 2.5497 -1.4687
Br 3.4183 -5.5034 0.7430
C 1.8769 -4.9209 -0.1956
C 1.0841 -5.8648 -0.8210
C -0.0226 -5.4018 -1.5166
C -0.2682 -4.0391 -1.5455
N 0.4962 -3.1433 -0.9344
C 1.5632 -3.5720 -0.2581
H 1.3241 -6.9174 -0.7696
H -0.6811 -6.0874 -2.0345
H -1.1195 -3.6387 -2.0882
H 2.1524 -2.8038 0.2397
C -2.4677 -0.2914 -3.3016
O -1.3279 0.5077 -3.6303
C -0.9510 1.3354 -2.6853
C 0.2383 2.0922 -3.1752
H -3.3033 0.3360 -2.9938
H -2.2208 -0.9739 -2.4866
H -2.7240 -0.8512 -4.1999
H 0.5328 1.8247 -4.1960
H 1.0772 1.9171 -2.4899
H 0.0042 3.1581 -3.1211
```

## Properties
ΔE to the lowest compared entry with this formula, charge and spin   51.8 kcal/mol
Charge   -2
HOMO energy   0.11 eV
Kohn-Sham gap   3.672 eV

A single C5H9NO2 molecule. Source: the OMol25 dataset; level of theory: wB97M-V/def2-TZVPD.

XYZ file:
```
17
Properties=species:S:1:pos:R:3
C 1.7940 1.0634 0.8795
C 1.7810 -0.3235 0.2926
N 0.5424 -0.8047 -0.1241
C -1.5778 -0.7240 -1.3886
C -0.6510 -0.0070 -0.3899
C -1.4173 0.2413 0.9245
O -2.4872 0.7786 0.9538
O 2.7613 -1.0231 0.1847
H 1.0907 1.1486 1.7194
H 1.4805 1.8093 0.1442
H 2.7894 1.2264 1.2924
H 0.6726 -1.5698 -0.7722
H -2.5465 -0.8808 -0.9154
H -1.7803 -0.1972 -2.3207
H -1.1393 -1.6731 -1.6889
H -0.3966 1.0286 -0.6457
H -0.9159 -0.0930 1.8542
```

## Properties
ΔE to the lowest compared entry with this formula, charge and spin   17.5 kcal/mol
SMILES string   CC(=O)N[C@@H](C)C=O
HOMO energy   -9.71 eV
Kohn-Sham gap   10.328 eV

A molecular structure, C47H99InN5O7. Source: the OMol25 dataset; level of theory: wB97M-V/def2-TZVPD.

XYZ file:
```
159
Properties=species:S:1:pos:R:3
In -0.0906 0.8037 4.8079
O -1.5628 -0.1215 2.3833
C -1.8676 0.9536 1.4925
C -0.7259 2.0709 1.1618
O 0.1150 2.6042 2.1871
H -2.5368 1.5566 2.1062
H -2.3252 0.6047 0.5668
H -1.3476 2.8514 0.7232
H -0.1305 1.6994 0.3277
C -5.2535 2.6552 -4.3762
C -4.0112 1.6899 -4.4868
C -2.7434 2.4634 -4.0569
C -1.5865 1.5874 -3.6103
C -1.9292 0.4593 -2.6365
C -3.1481 -0.4245 -3.0041
N -4.2267 0.4989 -3.5988
O -5.4172 -0.1073 -3.8651
C -2.6517 -1.4996 -4.0919
C -3.6556 -1.1142 -1.7832
C -3.9597 1.1052 -5.9579
H -6.2306 2.3170 -4.7213
H -5.0609 3.6192 -4.8470
H -5.3286 3.0682 -3.3703
H -2.1781 2.8926 -4.8841
H -2.9239 3.3083 -3.3924
H -0.7653 2.1339 -3.1465
H -1.0650 1.2493 -4.5058
H -2.1633 0.9972 -1.7179
H -0.9738 -0.0539 -2.7457
H -2.2984 -1.0694 -5.0291
H -1.8708 -2.2478 -3.9559
H -3.5280 -2.0116 -4.4893
H -4.1699 -0.3389 -1.2152
H -4.4212 -1.8512 -2.0260
H -2.8752 -1.5581 -1.1650
H -3.9745 1.9552 -6.6401
H -4.7469 0.3824 -6.1722
H -2.9497 0.6963 -5.9837
H -5.7704 -0.0324 -2.9756
C 4.0250 0.1466 0.3641
C 3.7637 -0.6842 -0.9700
C 2.2724 -0.8941 -0.9342
C 1.8908 -1.4221 -2.3145
C 2.2181 -0.3392 -3.3423
C 3.7081 0.1808 -3.3812
N 4.2406 0.3486 -2.0002
O 5.5665 0.6768 -1.9852
C 4.4224 -0.7242 -4.3434
C 3.7078 1.6178 -4.0374
C 4.6732 -1.9278 -0.9986
H 3.5641 1.1333 0.4078
H 5.1109 0.2255 0.4164
H 3.7425 -0.4530 1.2294
H 1.9403 -1.5978 -0.1710
H 1.7921 0.0833 -0.8883
H 0.8021 -1.3972 -2.2685
H 2.2036 -2.4584 -2.4416
H 1.5887 0.5469 -3.2602
H 1.8834 -0.6602 -4.3287
H 4.1788 -0.6344 -5.4020
H 5.4857 -0.5081 -4.2403
H 4.3795 -1.7672 -4.0295
H 3.3383 1.7316 -5.0565
H 3.1638 2.3946 -3.5002
H 4.7617 1.8798 -4.1310
H 4.4480 -2.4789 -1.9116
H 4.3506 -2.6798 -0.2786
H 5.7444 -1.7614 -0.8845
H 5.6817 1.2665 -1.2365
C -1.0353 -5.2537 1.0253
C -1.7137 -4.0433 0.3185
C -2.3019 -4.5894 -1.0170
C -3.7975 -5.1542 -0.8866
C -4.6823 -4.3441 0.0622
C -4.0489 -3.9678 1.4325
N -2.7598 -3.3964 1.1668
O -2.3156 -2.8934 2.3859
C -4.9304 -2.7958 1.8853
C -4.1110 -5.0860 2.3429
C -0.5789 -3.0575 -0.0748
H -0.1691 -5.6287 0.4802
H -1.8161 -6.0080 0.9280
H -0.9153 -5.0026 2.0791
H -2.3005 -3.8487 -1.8167
H -1.8025 -5.4290 -1.5005
H -3.5586 -6.1881 -0.6371
H -4.1036 -5.1013 -1.9314
H -5.4965 -5.0623 0.1590
H -5.1507 -3.4545 -0.3589
H -5.9597 -3.0585 2.1295
H -4.5426 -2.4020 2.8247
H -4.8242 -1.9394 1.2194
H -3.2254 -5.7159 2.4271
H -4.0981 -4.7417 3.3770
H -4.9068 -5.8045 2.1465
H 0.4110 -3.4518 -0.3041
H -0.3391 -2.2885 0.6596
H -0.8662 -2.4487 -0.9321
H -1.9708 -2.0030 2.2870
C 1.0463 -2.4015 3.1278
C 1.4285 -3.1241 4.4224
C 3.0096 -3.0854 4.2512
C 3.6851 -3.3526 5.5831
C 3.2605 -2.2056 6.5496
C 1.6902 -2.3267 6.8824
N 0.9882 -2.3018 5.5836
O -0.4240 -2.0977 5.5915
C 1.3425 -3.4691 7.7772
C 1.2750 -0.9893 7.6321
C 0.9201 -4.5885 4.3006
H 1.2453 -3.1101 2.3238
H 0.0126 -2.0573 3.0953
H 1.4919 -1.4245 2.9408
H 3.5207 -3.7110 3.5194
H 3.3479 -2.0968 3.9409
H 3.4823 -4.3364 6.0063
H 4.7452 -3.3908 5.3325
H 3.2548 -1.3173 5.9180
H 3.8102 -2.0496 7.4779
H 2.1311 -3.5972 8.5187
H 1.2153 -4.3600 7.1622
H 0.3507 -3.3240 8.2057
H 1.9005 -0.1175 7.4403
H 1.3754 -1.0905 8.7127
H 0.2205 -0.7183 7.6845
H -0.1596 -4.5565 4.1546
H 1.1904 -5.0246 3.3389
H 1.1887 -5.2642 5.1126
H -0.7581 -2.9955 5.5285
C -0.1196 7.9730 -1.1204
C 0.1570 6.5817 -0.4408
C -0.1346 5.3019 -1.4156
C 0.8674 5.1969 -2.5179
C 2.2651 4.8780 -1.9054
C 2.6141 5.9316 -0.7923
N 1.4591 6.3447 0.1337
O 1.8477 7.2675 1.0939
C 3.6374 5.1055 0.1804
C 3.3702 7.0625 -1.4646
C -0.9536 6.2592 0.6320
H 0.1422 8.8666 -0.5537
H -1.1720 7.9644 -1.4040
H 0.4056 8.0581 -2.0717
H -0.3716 4.3619 -0.9174
H -1.0935 5.4475 -1.9130
H 0.8281 5.8830 -3.3640
H 0.5687 4.2721 -3.0116
H 3.0158 5.0028 -2.6858
H 2.3594 3.8930 -1.4483
H 4.0342 5.6530 1.0353
H 3.2119 4.1850 0.5802
H 4.5162 4.7767 -0.3742
H 4.2196 6.8600 -2.1170
H 2.7812 7.6854 -2.1379
H 3.7304 7.7051 -0.6612
H -1.9371 6.1357 0.1787
H -1.0289 7.0966 1.3256
H -0.7028 5.2732 1.0231
H 1.3053 7.9829 0.7540
```

## Properties
ΔE to the lowest compared entry with this formula, charge and spin   140.1 kcal/mol
Charge   +1
HOMO energy   -9.68 eV
Kohn-Sham gap   2.338 eV

A molecular structure, C34H18F4N8OS2Tc. Source: the OMol25 dataset; level of theory: wB97M-V/def2-TZVPD.

XYZ file:
```
68
Properties=species:S:1:pos:R:3
Tc 0.0807 1.7868 1.6322
C 4.0195 0.9240 0.1646
C 2.8049 1.5248 0.7760
N 1.6318 0.9527 0.7232
N 1.4359 -0.2029 0.0578
C 0.1458 -0.4722 0.0010
O -0.7321 0.2521 0.6139
C -0.3520 -1.6056 -0.7860
C -1.6642 -1.5541 -1.2569
C -2.1791 -2.6167 -1.9775
C -1.3937 -3.7385 -2.2095
C -0.0894 -3.7937 -1.7360
C 0.4386 -2.7249 -1.0331
C 2.7878 2.8222 1.4306
C 3.9044 3.6398 1.5619
C 3.7817 4.8671 2.1851
C 2.5355 5.2666 2.6473
C 1.4603 4.4179 2.4737
N 1.5803 3.2244 1.8970
H 3.7448 -0.0077 -0.3201
H 4.4567 1.5976 -0.5745
H 4.7727 0.7190 0.9283
H -2.2692 -0.6813 -1.0477
H -3.1977 -2.5775 -2.3392
H -1.8050 -4.5797 -2.7521
H 0.5100 -4.6786 -1.9039
H 1.4482 -2.7499 -0.6428
H 4.8561 3.3020 1.1773
H 4.6442 5.5065 2.3117
H 2.3976 6.2148 3.1453
H 0.4664 4.6855 2.8075
S -0.7983 3.6425 0.0507
C -0.5298 3.0092 -1.5195
N 0.3591 2.1339 -1.8552
C 0.2981 1.8094 -3.1945
C 1.0829 0.8505 -3.8376
C 0.8708 0.6074 -5.1800
C -0.0907 1.3197 -5.8999
C -0.8647 2.2871 -5.2857
C -0.6726 2.5152 -3.9290
S -1.5213 3.5945 -2.8690
H 1.8219 0.3035 -3.2670
H 1.4531 -0.1509 -5.6877
H -0.2382 1.1056 -6.9504
H -1.6068 2.8480 -5.8386
F -4.4161 -2.0478 0.3907
C -3.3719 -2.2454 1.1899
C -2.6382 -3.3892 1.0197
F -3.0258 -4.2359 0.0756
C -1.4767 -3.6712 1.7779
C -1.1991 -2.7316 2.7977
C -1.9340 -1.5917 2.9603
F -1.6453 -0.7923 3.9949
C -3.0048 -1.2500 2.1122
C -3.5686 0.0810 2.0923
C -2.6945 1.1086 2.3541
N -1.8308 1.8848 2.4921
C -4.8353 0.3659 1.5293
N -5.8756 0.5947 1.0902
F -0.1860 -2.9577 3.6318
C -0.6487 -4.7949 1.5296
C 0.5356 -5.0717 2.2543
N 1.5231 -5.3453 2.7829
C -0.8849 -5.7221 0.4842
N -0.9976 -6.5056 -0.3541
C 0.6651 1.0371 3.3310
H 1.6025 0.5041 3.5077
H 0.1232 1.1803 4.2637
```

## Properties
Spin multiplicity   4
<S²>   4.07
HOMO energy (spin up / spin down)   -7.61 / -7.93 eV
Kohn-Sham gap (spin up / spin down)   5.795 / 5.189 eV

What did the second record say?
A single C5H9NO2 molecule. Source: the OMol25 dataset; level of theory: wB97M-V/def2-TZVPD.

XYZ file:
```
17
Properties=species:S:1:pos:R:3
C 1.7940 1.0634 0.8795
C 1.7810 -0.3235 0.2926
N 0.5424 -0.8047 -0.1241
C -1.5778 -0.7240 -1.3886
C -0.6510 -0.0070 -0.3899
C -1.4173 0.2413 0.9245
O -2.4872 0.7786 0.9538
O 2.7613 -1.0231 0.1847
H 1.0907 1.1486 1.7194
H 1.4805 1.8093 0.1442
H 2.7894 1.2264 1.2924
H 0.6726 -1.5698 -0.7722
H -2.5465 -0.8808 -0.9154
H -1.7803 -0.1972 -2.3207
H -1.1393 -1.6731 -1.6889
H -0.3966 1.0286 -0.6457
H -0.9159 -0.0930 1.8542
```

## Properties
ΔE to the lowest compared entry with this formula, charge and spin   17.5 kcal/mol
SMILES string   CC(=O)N[C@@H](C)C=O
HOMO energy   -9.71 eV
Kohn-Sham gap   10.328 eV